# 1
ORCA calculation (wB97M-V/def2-TZVPD) on C4H5O2PS2 in the gas phase at a distorted geometry.

Calculated values
Relative energy (zero: lowest compared OMol25 entry of this formula, charge and spin) (eV): 2.274
Total energy (hartree): -1443.53666
HOMO-LUMO gap (alpha / beta) (eV): 6.8 / 6.8
Charge: 0

Positions of all 14 atoms, in Å:
C  0.776  1.984  -0.033
C  -0.302  1.313  0.382
C  1.693  0.677  1.743
C  1.959  1.649  0.732
O  -1.242  -0.593  -1.598
O  -0.436  -1.377  0.657
P  -0.497  -1.626  -0.870
S  0.047  0.184  1.701
S  3.428  2.290  0.421
H  0.695  2.804  -0.761
H  -1.248  1.319  0.037
H  2.280  0.039  2.282
H  0.702  -1.942  -1.483
H  -1.078  -2.810  -1.154


# 2
ORCA calculation (wB97M-V/def2-TZVPD) on a molecular structure, C4H5O2Sm at a distorted geometry.

Calculated values
Multiplicity: 7
Relative energy (zero: lowest compared OMol25 entry of this formula, charge and spin) (eV): 0.474
<S²>: 12.011
Total energy (hartree): -963.49474
HOMO-LUMO gap (alpha / beta) (eV): 3.6 / 3.8
Charge: +1

Positions of all 12 atoms, in Å:
O  -0.297  -2.275  1.921
C  -0.320  -1.008  1.457
C  0.695  -0.559  0.674
C  0.543  0.554  -0.274
C  -0.510  0.690  -1.107
O  -0.719  1.682  -1.958
Sm  -0.079  3.852  -2.983
H  -1.339  -0.622  1.355
H  1.716  -0.815  0.984
H  1.289  1.357  -0.242
H  -1.294  -0.082  -1.105
H  0.314  -2.774  1.278


# 3
ORCA calculation (wB97M-V/def2-TZVPD) on 2 unconnected molecules or ions with the total composition C4H5OP at a distorted geometry.

Calculated values
Relative energy (zero: lowest compared OMol25 entry of this formula, charge and spin) (eV): 1.995
Total energy (hartree): -571.89370
HOMO-LUMO gap (eV): 8.7
Charge: 0

Positions of all 11 atoms, in Å:
C  1.116  0.870  -0.090
C  1.292  -0.553  -0.299
C  -0.199  1.232  -0.014
C  0.084  -1.154  -0.350
O  -2.331  -0.267  0.805
P  -1.297  -0.012  -0.467
H  1.820  1.671  -0.191
H  2.131  -1.186  -0.518
H  -0.648  2.224  -0.106
H  -0.305  -2.633  -0.239
H  -1.664  -0.191  1.468


# 4
ORCA calculation (wB97M-V/def2-TZVPD) on C4H5OP in the gas phase at a distorted geometry.

Calculated values
Multiplicity: 3
Relative energy (zero: lowest compared OMol25 entry of this formula, charge and spin) (eV): 3.303
<S²>: 2.042
Total energy (hartree): -571.75421
HOMO-LUMO gap (alpha / beta) (eV): 7.5 / 6.7
Charge: 0

Positions of all 11 atoms, in Å:
C  0.501  1.346  -0.089
C  0.193  0.664  -1.235
C  0.343  0.600  1.072
C  -0.198  -1.417  -0.821
O  -0.333  -1.884  1.935
P  -0.572  -0.803  0.784
H  0.627  2.320  -0.233
H  0.477  0.811  -2.273
H  0.674  0.773  2.033
H  -1.126  -1.686  -1.281
H  0.408  -1.579  2.601


Look up the total energy of the second one.
-963.49474 hartree


Which value of charge does entry 3 give?
0


The highest charge belongs to which entry?
C4H5O2Sm


What did the second record say?
ORCA calculation (wB97M-V/def2-TZVPD) on a molecular structure, C4H5O2Sm at a distorted geometry.

Calculated values
Multiplicity: 7
Relative energy (zero: lowest compared OMol25 entry of this formula, charge and spin) (eV): 0.474
<S²>: 12.011
Total energy (hartree): -963.49474
HOMO-LUMO gap (alpha / beta) (eV): 3.6 / 3.8
Charge: +1

Positions of all 12 atoms, in Å:
O  -0.297  -2.275  1.921
C  -0.320  -1.008  1.457
C  0.695  -0.559  0.674
C  0.543  0.554  -0.274
C  -0.510  0.690  -1.107
O  -0.719  1.682  -1.958
Sm  -0.079  3.852  -2.983
H  -1.339  -0.622  1.355
H  1.716  -0.815  0.984
H  1.289  1.357  -0.242
H  -1.294  -0.082  -1.105
H  0.314  -2.774  1.278